Formula: C19H34N4O6
Source: the OMol25 dataset
Level of theory: ωB97M-V with the def2-TZVPD basis set

Computed properties:
LUMO level = -4.3 eV
energy relative to the best compared isomer or geometry (same formula, charge and spin) = 0.0 kJ/mol
HOMO-LUMO gap = 5.1 eV

The geometry in ORCA input format:
```
! wB97M-V def2-TZVPD RIJCOSX def2/J DEFGRID3
* xyz 0 1
H -1.9837 1.8064 1.2646
C 1.8990 -1.1069 -1.1735
C 0.0143 -1.7117 0.1024
C 0.9879 0.1625 -1.0140
H 3.3273 3.9886 -0.4126
H -2.4500 -4.9554 0.6526
O 2.9558 -1.1471 -1.7301
H -4.0189 1.4295 2.5429
C -2.1011 -1.9141 -2.2107
H 4.1709 2.5013 -0.8987
N 1.2819 -2.1958 -0.5167
H 1.0655 -2.8927 -1.2268
C 2.2483 2.5613 1.5228
C -1.7959 0.7421 1.0773
H -4.1265 -3.2879 -3.2146
H 0.3774 1.5491 -2.3878
H -1.8260 -2.9599 -2.3300
H -3.4417 -0.4773 -2.9796
O 1.5403 0.7734 0.1385
N -4.3775 -2.3046 -3.1818
H 5.0651 3.7621 -0.0722
C -2.8495 -3.9466 0.7078
O -3.8215 -0.3801 3.3514
H -2.1973 -2.0463 1.4306
C -0.8740 -0.9853 -2.2200
O -0.7712 -2.8695 0.1192
N 0.3426 -1.3015 1.4708
C 3.7620 2.6189 1.2147
C -3.1568 -1.4970 -3.2401
H 5.4719 1.3204 1.4417
C -1.7459 -2.9907 1.1491
H -1.0360 0.4263 1.7826
C 1.3868 2.1708 0.3265
H 1.6422 2.7480 -0.5627
C -3.6469 0.3993 2.4640
H -1.3018 -3.3986 2.0588
H 4.2274 3.2062 2.0077
H 2.1116 1.7359 2.2197
H -1.0567 1.5166 -0.7756
H 0.8444 4.2197 1.6760
C -1.4215 0.5711 -0.3843
C 1.3141 -1.7825 2.0254
H 2.4718 4.5985 2.3329
C -0.4011 -0.5440 -0.8180
H 1.3502 3.5796 3.2071
H 4.2026 0.6567 0.3997
O 2.2634 -2.1976 2.5390
H -3.6315 -3.8967 1.4599
H -4.8157 -2.1711 -2.2766
H -2.3604 0.4049 -0.9090
H -0.0698 -1.4375 -2.7968
H 0.3557 2.4350 0.5808
H -2.5835 -1.8327 -1.2385
C 1.7102 3.8343 2.2128
H 3.9922 0.6586 2.1486
H -1.1679 -0.0821 -2.7461
N 1.1216 0.8680 -2.2587
H -2.7405 -1.5176 -4.2447
H 1.9900 1.3936 -2.2508
C 4.0968 3.2733 -0.1343
O -3.0436 0.0493 1.3009
C 4.3960 1.2196 1.3105
H -3.2291 -3.6261 -0.2567
*
```

Formula: C54H69N7O23S5
Source: the OMol25 dataset
Level of theory: ωB97M-V with the def2-TZVPD basis set

Computed properties:
LUMO level = -0.5 eV
HOMO-LUMO gap = 8.4 eV

The geometry in ORCA input format:
```
! wB97M-V def2-TZVPD RIJCOSX def2/J DEFGRID3
* xyz 0 1
C -0.4417 -1.2229 0.8412
C -7.0721 -1.3738 0.0406
C -0.8058 2.1519 4.3570
H -4.2942 1.4735 1.7219
H -2.2079 1.3593 -5.1466
C -0.1640 2.7017 -1.8221
C 4.9964 1.7641 -6.7269
H -2.7782 -7.4809 2.2090
H -5.6577 4.1087 -2.2381
C -3.2000 -2.3498 4.6918
H 2.1325 4.8951 -0.6419
N -5.7791 -1.1999 -3.4448
H -2.1739 -0.2960 -1.9707
N 0.5463 4.8059 1.6793
O 2.1213 0.5011 2.0918
O 5.1904 -4.6470 5.2719
C 1.7717 3.0637 4.3434
H -7.7806 -0.7081 -1.8873
S 4.2661 0.5710 -1.8126
H 6.0120 2.0463 -2.4334
O 1.6485 5.2946 1.7947
H -6.0470 -2.2340 1.7714
H -2.4818 -0.8048 0.4600
C 6.5835 -0.2362 4.6391
C -4.7882 4.1816 -0.2377
S 2.5142 -0.5621 -5.2943
C -2.8171 -0.9775 -7.4938
H -4.1225 -2.9164 0.5672
C 0.9481 3.5106 5.3577
H 4.3182 1.7366 -7.6114
C 0.3568 4.0585 0.4470
H 8.0252 -1.9292 2.5852
H -0.3435 2.1112 -2.6933
C -4.1941 -0.6990 -7.7297
C -7.0050 -1.2478 -1.3393
C -0.3561 3.0555 5.3322
H -4.6904 5.2513 -0.1249
C -4.8838 -2.3331 -1.3692
H -1.0478 -0.4457 -6.4501
C 4.7689 0.5933 -5.7635
O -3.8748 3.3761 3.0786
H 4.1603 -1.0915 2.4364
H -0.9797 -5.5450 -0.6482
O -3.9489 5.2234 1.9864
N -4.1239 4.0384 2.0801
N 1.8760 -1.9452 1.0959
C 4.7714 -2.3462 4.0084
H 4.2847 1.6431 0.2466
C 4.8842 0.8219 -0.1308
H -2.1794 -2.0565 4.9089
H -3.7578 -2.4835 5.5754
H 1.0994 4.2178 6.1879
C 4.9213 2.1130 -2.3604
O 3.4659 0.7224 -5.1238
O 2.4014 -0.9669 -6.6377
H -4.8354 -1.2281 -8.4376
H 4.9793 2.7189 -6.2534
H -0.1602 0.8434 2.7637
O 2.9753 -1.9712 0.5901
O -6.7288 -0.7034 -3.9933
S 7.3373 -1.1576 0.5250
N 5.7046 -3.6284 5.7674
H -1.2391 3.0741 1.4067
H 4.3085 -2.0173 -5.0193
H 5.9413 1.0688 -0.0546
H -5.8627 0.6262 -7.2758
H 4.5277 2.3722 -3.3542
H -2.3228 -1.6246 -8.2138
H 5.9567 1.5742 -7.2031
H 2.8046 -2.7115 -4.4173
O 6.1716 -3.6158 6.8508
H -0.6296 -1.6110 1.8448
C -1.4859 -0.8239 0.0224
C -1.2365 -4.8839 0.1759
C 3.4448 -1.8355 -4.4475
H 7.8303 -2.6988 -1.1164
H 9.3725 -1.8739 1.4877
H 3.9942 -3.1356 3.8465
H 7.2058 0.6082 4.9368
H -1.3655 -7.3841 1.0351
H 7.1930 -1.5263 6.2386
H -3.9985 -2.6228 -1.8828
H 0.2622 -0.4407 -2.8486
O -4.0470 2.7031 -4.5515
O 3.4161 2.2217 2.4533
C -1.2838 -0.6739 -1.3430
C -4.9706 -2.5357 -0.0255
H 1.6159 3.5914 -2.6460
H -0.4222 -4.6969 0.8405
C -4.8779 0.4410 5.7732
H 2.7796 3.4679 4.1364
H 5.5281 0.5600 -4.9751
C 1.2361 4.2692 -0.6189
C -4.5932 2.0043 0.8369
O -0.3620 4.9594 2.5180
N -4.6001 2.2124 -5.4729
H -4.3779 0.7037 6.7348
H -1.8258 1.8212 4.2851
C -5.3152 3.5425 -1.3584
C 0.7709 -1.4712 0.2489
C 6.5782 -1.4048 5.3885
C -5.5042 2.1657 -1.3202
C -4.5463 3.3779 0.8352
S -2.6890 -5.5270 1.1359
H 1.9294 -1.5147 -1.4920
O -2.9370 -4.4577 2.1221
H 3.8578 -1.4898 -3.4692
H 4.5953 2.8707 -1.5974
O -4.6850 -1.3232 -3.8853
H 9.1560 -1.4957 -0.9774
H 7.5655 -1.0238 -1.7433
H -6.4715 1.0621 4.5980
C 5.7328 -2.4245 5.0368
C -0.6577 3.1517 0.4985
O -3.0435 -0.5993 2.7371
H -3.2364 -3.1661 3.9905
C -0.9350 2.5005 -0.6652
H -5.9192 1.6632 -2.1671
C -0.0030 -0.7446 -1.8744
C 5.7932 -0.1593 3.5118
C 0.9662 3.4885 -1.7710
C 4.8388 -1.2005 3.2776
C -1.9178 -6.9277 1.8936
O 7.8325 0.1789 0.7774
C -5.9272 -1.6728 -2.0113
H -5.3512 -0.5411 5.9185
H -5.4928 2.3919 5.1889
H -7.9151 -0.9696 0.6204
S -3.9413 -0.9594 3.7876
C 0.1129 1.5518 3.5434
O 1.6061 -2.2974 2.2062
O -5.6018 2.6092 -5.9179
H -1.7098 1.7223 -0.5977
H -6.7034 1.6067 6.2961
C -5.1096 1.3607 -0.2672
C -6.0892 -2.0875 0.7060
H -1.0625 3.4850 6.0258
C -4.8321 0.3658 -7.0679
C 8.3328 -2.1771 1.6046
C 8.0916 -1.6437 -1.0176
C -4.0214 1.0623 -6.1941
H 4.6994 -0.1750 0.2387
H 4.7865 -0.3238 -6.3375
C 1.3821 2.0703 3.5491
C -2.7343 0.7418 -5.8439
H -1.6979 -3.9736 -0.2720
C -2.1454 -0.2582 -6.5932
C 0.9869 -1.2294 -1.0509
H -5.2335 0.2855 -0.2537
N 2.4032 1.5925 2.6204
C -5.9433 1.4464 5.4600
O 1.2791 -0.1354 -4.6649
H 5.7549 0.7998 2.9947
O 5.1630 -0.5697 -2.2463
H -1.3144 -6.6812 2.7214
O -5.3010 -1.3567 3.5434
O -3.9472 0.3591 4.6541
H 8.2925 -3.2036 1.3321
*
```

Formula: H6IO3
Source: the OMol25 dataset
Level of theory: ωB97M-V with the def2-TZVPD basis set

Computed properties:
LUMO level = 3.5 eV
energy relative to the best compared isomer or geometry (same formula, charge and spin) = 17.2 kJ/mol
HOMO-LUMO gap = 7.8 eV

The geometry in ORCA input format:
```
! wB97M-V def2-TZVPD RIJCOSX def2/J DEFGRID3
* xyz -1 1
O -0.1564 0.6070 4.1311
H -0.0187 0.1721 3.2643
H 2.0991 0.6542 -2.6639
H 1.6600 0.3452 -1.2236
O 2.4497 0.5483 -1.7744
O -2.1791 -1.5471 -2.0780
H -2.1187 -1.0061 -2.8714
I -0.1813 -0.2628 0.5966
H 0.1909 1.4933 3.9965
H -1.7454 -1.0042 -1.3772
*
```